Model w:
Molecular formula: C4H8N4O2
Method: DFT, ωB97M-V/def2-TZVPD

Structure (ORCA input):
```
! RIJCOSX wB97M-V def2-TZVPD def2/J DEFGRID3
* xyz 0 1
C 0.539 -1.003 1.518
C 1.630 -1.742 1.242
C -1.015 1.112 -1.684
C -2.059 2.142 -1.425
N 1.021 -0.768 -0.619
N -0.824 0.366 0.272
N 0.186 -0.356 0.308
N 2.481 -2.614 1.839
O 1.874 -1.657 -0.040
O -1.858 3.076 -0.388
H 0.041 -0.974 2.483
H -1.295 0.318 -2.363
H 0.082 1.298 -1.609
H -2.061 2.569 -2.437
H -2.999 1.576 -1.208
H 2.629 -2.931 2.845
H 3.116 -2.879 1.110
H -1.487 2.467 0.158
*
```

HOMO energy in eV: -8.0
LUMO energy in eV: 0.7
Kohn-Sham gap in Eh: 0.31929

Model x:
Molecular formula: C4H8N4O2
Method: DFT, ωB97M-V/def2-TZVPD

Structure (ORCA input):
```
! RIJCOSX wB97M-V def2-TZVPD def2/J DEFGRID3
* xyz 0 1
O 1.598 -2.188 -1.506
N 1.766 -1.276 -0.742
O 3.135 -0.966 -0.400
N 0.935 -0.556 -0.147
C -0.428 -1.056 -0.407
C -1.190 -1.042 0.957
C -1.526 -0.024 -0.063
H 3.143 -0.256 0.181
H -0.410 -1.687 -1.329
H -0.465 -0.808 1.718
H -2.040 -1.708 1.018
H -2.376 -0.170 -0.549
H -1.395 1.063 0.173
N 1.595 1.830 -1.099
C 1.666 1.567 0.070
N 2.086 1.509 1.198
H 0.819 1.674 -1.760
H 1.500 1.601 2.041
*
```

HOMO energy in eV: -9.4
LUMO energy in eV: 0.7
SMILES: [O-]/[N+](O)=N\C1CC1.N=C=N
Kohn-Sham gap in Eh: 0.37365

Least stable structure: model w

Model w:
Molecular formula: H20O10
Method: DFT, ωB97M-V/def2-TZVPD

Structure (ORCA input):
```
! RIJCOSX wB97M-V def2-TZVPD def2/J DEFGRID3
* xyz 0 1
H -0.038 0.562 0.508
H -1.508 0.394 0.162
H 3.812 1.144 0.583
H 5.325 1.226 0.709
H -1.816 -1.111 3.861
H -0.928 -2.150 4.527
H 4.212 -0.828 0.563
H 5.723 -0.918 0.427
H -4.129 -2.718 -0.910
H -3.458 -1.440 -1.384
H -3.089 2.024 -1.723
H -2.239 1.301 -2.755
H 0.043 -0.955 -1.644
H 0.874 -2.011 -2.355
H 0.662 -2.875 -0.640
H 2.111 -3.269 -0.404
H 1.444 2.775 -0.776
H 2.177 3.519 -1.880
H -3.923 2.575 1.250
H -5.281 2.650 1.929
O -0.884 1.021 0.546
O 4.627 0.952 0.104
O -1.165 -1.794 3.663
O 5.028 -0.413 0.864
O -3.522 -2.382 -1.579
O -2.955 1.159 -2.125
O -0.022 -1.827 -2.049
O 1.535 -2.500 -0.478
O 1.791 3.644 -1.006
O -4.410 2.246 2.014
*
```

HOMO energy in eV: -6.3
LUMO energy in eV: -0.1
Kohn-Sham gap in Eh: 0.23073

Model x:
Molecular formula: H20O10
Method: DFT, ωB97M-V/def2-TZVPD

Structure (ORCA input):
```
! RIJCOSX wB97M-V def2-TZVPD def2/J DEFGRID3
* xyz 0 1
H 1.087 -0.071 -0.233
H 0.369 0.666 -1.352
H -1.954 -1.012 1.557
H -2.465 0.375 1.912
H -3.748 0.047 -2.541
H -3.789 -1.238 -3.352
H 2.859 -2.898 -0.624
H 2.800 -1.906 0.525
H 0.208 -3.142 1.122
H -1.291 -3.372 1.019
H 0.147 -0.705 3.567
H -0.067 0.777 3.307
H 2.298 2.579 -1.218
H 2.125 2.593 0.292
H 3.621 0.137 -1.928
H 4.360 1.070 -0.983
H -2.090 -0.993 -0.998
H -0.889 -1.787 -1.487
H -0.830 4.182 0.940
H -2.210 3.998 1.550
O 0.299 0.455 -0.414
O -1.684 -0.187 1.977
O -4.357 -0.546 -2.994
O 3.092 -2.797 0.305
O -0.493 -3.304 0.482
O -0.180 -0.090 2.901
O 1.908 3.093 -0.503
O 4.362 0.752 -1.893
O -1.255 -1.372 -0.698
O -1.759 4.084 0.702
*
```

HOMO energy in eV: -8.5
LUMO energy in eV: -0.4
Kohn-Sham gap in Eh: 0.30094

Least stable structure: model w

Model w:
Molecular formula: H20O10
Method: DFT, ωB97M-V/def2-TZVPD

Structure (ORCA input):
```
! RIJCOSX wB97M-V def2-TZVPD def2/J DEFGRID3
* xyz 0 1
H 0.772 -0.065 -0.511
H -0.080 -0.112 -1.769
H -1.370 -3.708 -1.283
H -0.695 -2.605 -2.083
H -2.149 -1.889 2.004
H -3.367 -1.495 2.825
H 2.513 2.290 -0.572
H 2.807 2.214 0.917
H 0.332 2.973 -1.338
H -0.045 3.003 0.134
H -2.418 2.710 -0.185
H -3.415 3.856 -0.217
H 4.528 0.930 0.445
H 4.131 -0.042 1.544
H -4.356 -0.380 -0.045
H -5.459 -0.960 -0.914
H 3.507 -2.147 -0.315
H 3.006 -1.664 -1.667
H 1.058 -1.457 2.344
H 2.305 -1.298 1.490
O -0.105 0.159 -0.844
O -1.526 -3.089 -2.005
O -3.113 -1.907 1.991
O 2.883 1.708 0.101
O -0.340 3.304 -0.732
O -2.470 3.670 -0.250
O 3.782 0.414 0.770
O -5.312 -0.502 -0.079
O 3.240 -2.465 -1.185
O 1.355 -1.446 1.427
*
```

HOMO energy in eV: -10.4
LUMO energy in eV: -0.2
Kohn-Sham gap in Eh: 0.37403

Model x:
Molecular formula: H20O10
Method: DFT, ωB97M-V/def2-TZVPD

Structure (ORCA input):
```
! RIJCOSX wB97M-V def2-TZVPD def2/J DEFGRID3
* xyz 0 1
O 0.138 -0.419 -0.860
H 0.968 -0.001 -0.606
H -0.492 0.310 -0.892
O -1.284 -0.846 1.489
H -0.334 -0.844 1.650
H -1.372 -1.212 0.602
O 2.692 -2.050 -1.891
H 2.147 -2.220 -1.114
H 2.704 -1.089 -1.962
O 2.380 -4.222 0.163
H 2.043 -3.658 0.869
H 3.320 -4.306 0.359
O 1.904 -1.493 1.595
H 2.502 -1.568 2.347
H 1.080 -1.880 1.912
O -3.918 -0.231 0.796
H -3.409 0.409 1.307
H -3.483 -1.073 0.976
O 0.325 4.077 1.132
H 1.222 4.297 1.408
H 0.199 4.584 0.322
O -2.257 3.310 -1.215
H -2.848 3.648 -0.533
H -1.409 3.217 -0.765
O 4.257 3.384 -0.559
H 3.509 2.928 -0.156
H 4.821 3.615 0.187
O -4.585 -1.771 -1.038
H -3.980 -1.036 -0.883
H -4.399 -2.041 -1.944
*
```

HOMO energy in eV: -10.9
LUMO energy in eV: -0.5
SMILES: O.O.O.O.O.O.O.O.O.O
Kohn-Sham gap in Eh: 0.38452

Least stable structure: model w

Model w:
Molecular formula: H20O10
Method: DFT, ωB97M-V/def2-TZVPD

Structure (ORCA input):
```
! RIJCOSX wB97M-V def2-TZVPD def2/J DEFGRID3
* xyz 0 1
O 2.974 0.511 1.746
H 3.820 0.115 1.565
H 2.434 0.059 1.099
O -0.544 -2.378 0.220
H -1.467 -2.523 0.413
H -0.267 -2.309 1.112
O -0.260 2.648 -2.374
H -0.402 3.204 -3.134
H -0.196 1.774 -2.770
O -1.788 2.027 1.330
H -1.066 2.627 1.037
H -2.418 2.216 0.630
O 0.419 0.436 0.017
H 0.273 -0.457 0.262
H -0.398 0.506 -0.463
O -0.553 -1.958 2.945
H -0.523 -1.029 2.807
H -0.084 -2.265 3.699
O -1.817 0.197 -1.480
H -2.265 0.474 -2.278
H -1.833 -0.753 -1.429
O 0.757 -1.967 -2.054
H 0.217 -2.203 -1.290
H 1.679 -2.180 -1.911
O 1.004 0.408 -3.134
H 1.742 0.009 -3.598
H 0.674 -0.299 -2.546
O 0.017 0.664 3.191
H -0.533 1.179 2.585
H 0.406 1.258 3.798
*
```

HOMO energy in eV: -10.4
LUMO energy in eV: 0.3
SMILES: O.O.O.O.O.O.O.O.O.O
Kohn-Sham gap in Eh: 0.39011

Model x:
Molecular formula: H20O10
Method: DFT, ωB97M-V/def2-TZVPD

Structure (ORCA input):
```
! RIJCOSX wB97M-V def2-TZVPD def2/J DEFGRID3
* xyz 0 1
O 2.735 -1.351 -3.204
H 2.749 -1.194 -4.155
H 2.462 -0.510 -2.809
O -0.714 -2.674 -2.259
H -0.233 -2.321 -3.015
H -0.101 -2.602 -1.505
O 0.126 -2.546 -0.242
H 0.382 -1.619 -0.102
H -0.760 -2.616 0.137
O 1.517 -1.674 2.460
H 0.821 -1.276 1.924
H 2.157 -1.994 1.815
O 2.474 1.186 -1.650
H 1.974 2.014 -1.568
H 3.389 1.467 -1.782
O -0.201 2.972 0.511
H 0.416 3.284 1.186
H -0.863 3.674 0.455
O -2.676 -1.369 -0.271
H -3.116 -1.001 -1.044
H -1.844 -1.737 -0.614
O -1.779 3.234 3.020
H -0.981 3.429 3.523
H -1.634 2.332 2.641
O -2.506 0.671 2.184
H -2.198 0.010 1.538
H -3.209 0.218 2.662
O 0.410 0.301 0.169
H 1.028 0.524 -0.551
H 0.174 1.165 0.547
*
```

HOMO energy in eV: -10.2
LUMO energy in eV: -0.2
Kohn-Sham gap in Eh: 0.36919

Least stable structure: model x

Model w:
Molecular formula: H20O10
Method: DFT, ωB97M-V/def2-TZVPD

Structure (ORCA input):
```
! RIJCOSX wB97M-V def2-TZVPD def2/J DEFGRID3
* xyz 0 1
O 0.566 2.738 1.180
H 0.115 2.723 2.030
H 0.701 1.749 1.039
O 0.479 -2.981 -0.157
H 0.307 -2.042 -0.427
H 1.431 -3.008 -0.216
O -2.208 -0.308 1.668
H -2.650 -1.129 1.955
H -2.979 0.251 1.460
O -2.042 2.427 2.844
H -2.034 2.581 3.761
H -1.754 1.550 2.762
O 3.038 -1.373 -0.591
H 2.884 -0.541 -0.209
H 2.711 -1.409 -1.455
O 0.670 1.144 -2.130
H 1.529 1.491 -1.890
H 0.225 1.790 -2.690
O -2.196 0.918 -2.319
H -1.962 0.112 -1.856
H -2.955 1.226 -1.806
O 1.524 -1.575 -2.800
H 2.062 -1.449 -3.580
H 0.835 -0.911 -3.030
O 0.159 0.081 0.242
H 0.254 0.324 -0.741
H -0.726 -0.063 0.533
O 0.906 -1.398 2.500
H 0.306 -2.079 2.242
H 0.817 -0.833 1.686
*
```

HOMO energy in eV: -10.3
LUMO energy in eV: -0.3
SMILES: O.O.O.O.O.O.O.O.O.O
Kohn-Sham gap in Eh: 0.36907

Model x:
Molecular formula: H20O10
Method: DFT, ωB97M-V/def2-TZVPD

Structure (ORCA input):
```
! RIJCOSX wB97M-V def2-TZVPD def2/J DEFGRID3
* xyz 0 1
O 5.553 7.526 19.226
H 5.237 6.907 19.889
H 6.391 7.215 18.910
O 9.405 6.949 16.523
H 10.213 7.094 16.963
H 8.755 7.249 17.112
O 11.740 6.031 18.202
H 11.154 5.422 18.613
H 12.496 5.498 17.868
O 10.414 4.542 15.889
H 10.047 5.439 16.047
H 10.603 4.539 14.954
O 8.280 8.481 18.663
H 7.560 9.068 18.875
H 8.816 8.975 17.967
O 6.887 7.254 15.128
H 6.286 7.785 15.683
H 7.584 7.812 14.767
O 12.789 8.687 18.749
H 12.700 7.957 18.138
H 11.939 9.009 19.005
O 11.058 8.845 14.791
H 11.593 8.040 14.828
H 11.786 9.483 14.575
O 9.792 9.947 16.924
H 10.262 9.369 16.252
H 9.798 10.826 16.395
O 6.696 5.539 17.368
H 7.145 4.753 17.169
H 7.015 6.129 16.721
*
```

HOMO energy in eV: -10.8
LUMO energy in eV: -0.2
SMILES: O.O.O.O.O.O.O.O.O.O
Kohn-Sham gap in Eh: 0.38970

Least stable structure: model w

Model w:
Molecular formula: H20O10
Method: DFT, ωB97M-V/def2-TZVPD

Structure (ORCA input):
```
! RIJCOSX wB97M-V def2-TZVPD def2/J DEFGRID3
* xyz 0 1
H 0.787 -0.538 -0.005
H -0.338 0.539 0.551
H 0.992 0.251 -2.578
H 1.623 -0.187 -3.806
H 2.648 3.085 0.377
H 1.071 2.956 0.683
H -3.309 3.349 -0.392
H -2.274 3.065 0.680
H -3.109 -2.998 0.673
H -4.362 -4.009 0.382
H 2.986 -0.314 1.443
H 3.538 1.038 1.556
H 4.117 -2.490 -0.749
H 2.914 -2.909 0.121
H -2.075 0.551 -1.058
H -1.976 2.016 -1.313
H -0.773 -0.439 -2.649
H -0.372 -1.159 -1.350
H -0.344 -1.091 4.053
H -1.509 -1.326 3.083
O -0.134 -0.089 -0.136
O 0.789 -0.280 -3.273
O 2.010 2.896 1.050
O -2.587 3.815 0.146
O -3.437 -3.818 0.142
O 2.896 0.481 1.010
O 3.790 -2.561 0.094
O -1.492 1.355 -0.903
O -0.907 -0.409 -1.664
O -1.166 -0.779 3.833
*
```

HOMO energy in eV: -8.3
LUMO energy in eV: 0.0
Kohn-Sham gap in Eh: 0.30671

Model x:
Molecular formula: H20O10
Method: DFT, ωB97M-V/def2-TZVPD

Structure (ORCA input):
```
! RIJCOSX wB97M-V def2-TZVPD def2/J DEFGRID3
* xyz 0 1
O -0.145 -0.667 1.044
H -0.384 0.169 1.460
H 0.489 -0.417 0.362
O -3.600 1.373 -1.751
H -3.079 1.552 -0.960
H -4.079 0.564 -1.538
O 3.633 3.023 -0.101
H 4.504 2.688 -0.338
H 3.028 2.527 -0.664
O -3.210 -2.568 -1.665
H -3.131 -1.706 -1.241
H -2.973 -2.400 -2.584
O -1.881 -2.485 2.672
H -1.790 -2.986 3.490
H -2.331 -1.676 2.943
O 3.152 0.940 0.225
H 2.674 0.121 0.396
H 4.080 0.691 0.304
O -3.243 2.206 1.242
H -3.737 2.634 1.951
H -2.767 2.929 0.818
O -0.460 2.444 0.035
H -0.944 1.612 0.086
H 0.042 2.373 -0.785
O 1.742 -1.917 -2.229
H 2.202 -1.277 -1.675
H 1.057 -1.399 -2.666
O 3.990 -2.490 0.583
H 4.168 -1.969 -0.207
H 3.144 -2.914 0.399
*
```

HOMO energy in eV: -10.6
LUMO energy in eV: -0.4
SMILES: O.O.O.O.O.O.O.O.O.O
Kohn-Sham gap in Eh: 0.37524

Least stable structure: model w